Entry 1:
DFT (the ωB97M-V functional and the def2-TZVPD basis) results for a 7-piece molecular cluster, C33H63FO21 overall.

Geometry as XYZ:
```
118
Properties=species:S:1:pos:R:3:forces:R:3:mulliken_charge:R:1
C -3.11087 -0.29548 2.90621 -0.06 -0.15 -0.13 -0.906
C -2.85892 -0.61792 1.60635 0.46 0.00 -0.06 -0.468
C -1.60216 -0.29326 0.82033 -1.16 2.08 -1.16 -0.937
C -0.75065 0.85466 1.40630 -0.55 -0.78 -0.28 0.077
C 0.36061 0.40635 2.37328 -0.21 0.28 0.52 0.523
C 0.11209 1.09392 3.73898 0.53 -0.11 -0.88 -0.918
O 1.22768 0.92184 4.60629 -1.19 -0.17 0.25 -0.189
C 0.73810 0.85601 5.94265 1.16 0.23 1.49 -0.226
C 1.77919 1.43391 6.94996 -0.81 -0.25 -0.30 -1.109
O -0.20065 1.61507 0.27094 -1.25 -0.57 0.46 -0.321
C -0.40333 2.92129 0.41533 -0.62 -1.69 -0.22 0.628
O 0.47119 3.64991 0.51982 3.44 3.38 0.23 -0.426
F -1.64154 3.39559 0.43385 -1.10 -0.97 -0.11 -0.213
H -3.21007 0.73814 3.25473 1.82 -0.27 0.46 0.341
H -3.28169 -1.11872 3.60931 -1.92 0.48 -0.34 0.266
H -3.64688 -1.13625 1.03821 1.02 -1.62 0.59 0.498
H -1.93196 0.05281 -0.17901 0.32 -0.14 0.17 0.464
H -1.00951 -1.19761 0.61532 -0.29 0.04 0.46 0.250
H -1.44672 1.53571 1.92067 0.23 -0.23 -0.04 0.721
H 1.36906 0.61267 1.99079 -0.34 0.20 -0.02 -0.412
H 0.30821 -0.68118 2.53164 -0.03 0.27 -0.10 0.111
H -0.05241 2.18152 3.61496 -0.06 -0.29 -0.11 0.252
H -0.81636 0.64782 4.12980 0.34 0.16 0.16 0.546
H 0.56087 -0.18556 6.26227 -0.25 0.17 -0.57 0.265
H -0.17849 1.44988 6.07347 0.07 -0.32 -0.28 0.319
H 2.79521 1.32825 6.55605 -0.19 0.16 0.14 0.210
H 1.51018 2.47360 7.17281 0.52 -0.11 -0.18 0.307
H 1.68690 0.88049 7.89524 0.17 0.13 -0.24 0.347
C 3.31831 0.14768 -0.44801 0.23 -0.12 0.13 -0.960
C 2.32246 -0.51106 -1.37833 -0.09 0.45 0.39 0.016
O 2.95420 -1.50090 -2.20650 -0.14 -0.14 -0.03 -0.198
C 3.22925 -2.65326 -1.59296 0.17 0.15 -0.09 0.631
O 2.98354 -2.91415 -0.44195 -0.07 -0.07 -0.23 -0.552
O 3.84158 -3.45534 -2.46492 -0.13 0.05 0.07 -0.319
C 4.28099 -4.69692 -1.90654 0.14 -0.32 0.02 -0.655
H 4.15950 0.55648 -1.01018 -0.10 0.10 -0.04 0.345
H 2.83905 0.95385 0.10988 -0.02 0.03 -0.10 0.331
H 3.72828 -0.56745 0.26603 -0.11 -0.02 0.01 0.057
H 1.90570 0.23597 -2.05218 0.08 -0.14 -0.15 0.412
H 1.48941 -0.95236 -0.82839 0.11 -0.14 -0.01 0.054
H 3.46371 -5.21695 -1.40974 0.02 0.12 0.08 0.286
H 5.10121 -4.52343 -1.21047 -0.11 0.00 0.09 0.300
H 4.64048 -5.31198 -2.72761 -0.04 0.20 -0.11 0.211
C -10.11105 -0.06887 3.17488 0.20 0.19 0.09 -1.091
C -9.97255 -0.54070 1.74199 -0.28 -0.27 0.37 -0.165
O -9.27900 0.42184 0.93577 0.10 -0.02 -0.16 -0.375
C -7.95536 0.46070 1.09755 -0.15 0.09 0.06 0.761
O -7.30724 -0.23689 1.83506 0.00 0.02 -0.11 -0.568
O -7.47071 1.42309 0.30604 -0.02 -0.11 0.00 -0.343
C -6.06700 1.63744 0.44845 0.31 0.15 -0.06 -0.516
H -10.57877 0.91672 3.20869 -0.11 -0.08 -0.04 0.296
H -10.71834 -0.76843 3.75027 -0.02 0.00 -0.05 0.350
H -9.13854 0.01894 3.65876 0.00 -0.11 -0.04 0.308
H -10.96067 -0.65272 1.29757 0.10 0.18 -0.20 0.292
H -9.47858 -1.51148 1.68418 0.16 0.12 0.00 0.304
H -5.51000 0.71072 0.31931 -0.07 -0.03 0.14 0.200
H -5.85417 2.07694 1.42291 0.04 -0.15 0.03 0.280
H -5.76108 2.33834 -0.32472 -0.24 0.01 -0.04 0.268
C 3.06200 -0.68452 -5.62319 0.08 0.10 -0.26 -1.146
C 1.66728 -0.47447 -5.07312 0.33 -0.41 0.01 0.501
O 1.11444 0.77731 -5.51110 -0.22 0.06 -0.01 -0.322
C 0.67031 0.80337 -6.76835 0.17 0.04 0.10 0.745
O 0.67853 -0.11520 -7.54640 -0.09 0.08 0.04 -0.555
O 0.22305 2.03894 -7.02197 -0.06 -0.07 0.03 -0.342
C -0.20245 2.23830 -8.37022 -0.14 0.15 -0.28 -0.651
H 3.70179 0.16475 -5.37570 -0.01 -0.06 0.14 0.306
H 3.50207 -1.59192 -5.20873 -0.03 0.04 0.07 0.270
H 3.05004 -0.77308 -6.70958 -0.09 -0.07 0.03 0.413
H 1.71063 -0.42690 -3.99044 -0.14 0.23 -0.05 -0.343
H 1.00229 -1.29866 -5.33563 -0.03 0.12 -0.17 0.315
H -0.93754 1.49146 -8.66690 0.13 -0.09 0.00 0.294
H 0.65577 2.21603 -9.04129 -0.05 -0.15 -0.02 0.320
H -0.66363 3.22166 -8.42899 0.08 0.02 0.25 0.230
C 2.85784 -2.93781 3.63459 0.01 -0.19 0.27 -0.710
C 3.19804 -3.83439 2.45987 -0.25 0.53 0.11 0.090
O 4.09213 -4.89041 2.85073 0.01 -0.22 -0.05 -0.397
C 3.53459 -5.89927 3.51898 0.11 0.21 0.02 0.741
O 2.36967 -6.00788 3.80592 0.08 -0.08 -0.04 -0.558
O 4.50054 -6.77158 3.83236 -0.08 0.01 -0.06 -0.358
C 4.05763 -7.86576 4.63513 0.02 -0.26 0.14 -0.640
H 3.76867 -2.56173 4.10490 0.00 0.09 -0.12 0.333
H 2.25383 -2.09019 3.30644 0.06 0.01 -0.03 -0.079
H 2.30098 -3.47925 4.39997 -0.07 -0.01 -0.08 0.379
H 3.71842 -3.25688 1.70285 0.19 -0.24 0.01 0.114
H 2.30290 -4.24565 1.99333 0.05 -0.13 0.09 0.308
H 3.21029 -8.37361 4.17743 -0.06 0.12 0.04 0.296
H 3.79693 -7.51508 5.63355 -0.13 -0.01 -0.06 0.291
H 4.88569 -8.56624 4.71364 0.10 0.17 -0.11 0.228
C -4.18549 2.71455 -5.78273 -0.22 0.16 0.08 -1.148
C -4.06660 2.18189 -7.19581 0.42 0.06 0.36 -0.031
O -5.35529 1.99780 -7.79693 -0.03 -0.02 -0.19 -0.374
C -5.95656 3.11204 -8.21967 -0.03 -0.10 0.13 0.762
O -5.51211 4.22913 -8.15319 -0.03 -0.08 -0.07 -0.552
O -7.14940 2.77312 -8.71839 0.11 0.02 -0.01 -0.344
C -7.94644 3.88535 -9.12764 -0.24 0.16 -0.13 -0.636
H -4.83566 2.07170 -5.18637 0.11 -0.09 -0.02 0.298
H -3.20400 2.76319 -5.30919 0.00 -0.04 -0.04 0.351
H -4.62163 3.71320 -5.77130 0.09 0.02 -0.08 0.317
H -3.59453 1.20004 -7.17275 -0.24 -0.09 -0.16 0.310
H -3.44480 2.82735 -7.81789 -0.18 0.10 -0.02 0.238
H -7.40406 4.52535 -9.82145 0.07 0.02 0.12 0.295
H -8.26789 4.45512 -8.25609 0.11 0.08 -0.04 0.292
H -8.82419 3.48712 -9.63078 0.09 -0.19 0.07 0.224
C 9.02839 2.45306 4.87913 -0.13 0.17 -0.19 -1.101
C 8.25399 1.27444 5.43264 0.52 0.03 0.01 -0.167
O 6.83934 1.50004 5.37354 -0.13 -0.12 0.01 -0.370
C 6.28382 1.35577 4.16729 0.00 0.13 0.07 0.726
O 6.85617 1.04587 3.15399 -0.06 -0.03 0.08 -0.563
O 4.98152 1.63008 4.27821 0.05 -0.09 0.03 -0.292
C 4.27298 1.60432 3.03816 -0.33 0.06 -0.30 -0.595
H 8.73249 3.37487 5.38319 0.07 -0.06 0.11 0.292
H 10.10015 2.30385 5.01530 -0.03 -0.02 0.04 0.359
H 8.83396 2.59036 3.81571 0.03 -0.12 0.00 0.313
H 8.49613 1.14124 6.48640 -0.28 0.02 0.04 0.293
H 8.51277 0.34689 4.92023 -0.14 0.06 -0.12 0.302
H 4.42566 0.66139 2.51433 0.17 0.06 0.00 0.367
H 4.58413 2.44347 2.41545 0.11 -0.12 -0.07 0.371
H 3.21278 1.70681 3.25715 0.11 0.02 0.33 0.036
```
Forces are in eV/Å.

Total energy   -2975.05724 hartree
HOMO-LUMO gap   8.47 eV
LUMO   -0.0002 Ha
Multiplicity   1
SMILES   C=CC[C@@H](CCOCC)OC(=O)F.CCOC(=O)OC.CCOC(=O)OC.CCOC(=O)OC.CCOC(=O)OC.CCOC(=O)OC.CCOC(=O)OC
Total charge   0

***

Entry 2:
DFT (the ωB97M-V functional and the def2-TZVPD basis) results for C33H63N6O18S2Zn2 as an isolated structure.

Geometry as XYZ:
```
124
Properties=species:S:1:pos:R:3:forces:R:3:mulliken_charge:R:1
C -1.94413 0.47420 0.17067 0.62 -0.80 0.62 -0.446
N -3.28226 0.12354 0.70231 0.53 1.15 -0.31 0.305
C -3.49509 0.31964 2.01508 -0.49 -1.03 -0.65 -0.314
C -4.75084 0.04573 2.50616 0.47 -0.03 0.71 -0.661
C -5.74132 -0.47273 1.67755 0.65 -0.19 0.38 0.849
C -5.45170 -0.69258 0.33950 -0.50 0.33 0.05 -0.763
C -4.23600 -0.25282 -0.15262 -0.14 -0.38 0.43 -0.150
C -7.03563 -0.85838 2.27437 -0.83 -0.50 0.60 0.196
C -7.37913 -2.19278 2.52689 1.12 0.29 -0.48 -0.611
C -8.60700 -2.54379 3.01174 0.21 -0.47 0.39 -0.097
N -9.53203 -1.61643 3.29382 -0.25 0.59 0.18 0.016
C -9.22448 -0.32892 3.10133 0.46 0.83 0.14 -0.285
C -7.98396 0.07909 2.66930 0.03 0.09 -1.25 -0.488
C -10.88407 -1.92062 3.85698 1.10 -1.45 -0.50 -0.940
H -1.77525 -0.02989 -0.77643 -0.22 0.74 -0.40 0.144
H -1.23001 -0.03480 0.81187 0.08 0.26 0.24 -0.637
H -1.76953 1.53703 0.29056 -0.01 0.16 -0.47 0.626
H -2.63438 0.56248 2.62103 0.04 0.23 -0.03 0.536
H -4.84321 0.10043 3.58392 -0.43 0.19 -0.07 0.409
H -6.20457 -1.15951 -0.28015 0.14 0.21 -0.33 0.530
H -3.98480 -0.17723 -1.19976 0.06 -0.40 -0.03 0.617
H -6.62086 -2.95043 2.37350 -0.23 -0.19 -0.12 0.530
H -8.78115 -3.58719 3.23442 -0.51 0.09 0.04 0.398
H -9.93590 0.45968 3.30597 -0.45 -0.46 0.16 0.450
H -7.84378 1.12172 2.41544 0.05 0.09 0.40 0.459
H -11.58769 -1.87183 3.03268 -0.36 0.62 0.31 0.354
H -11.00918 -1.32306 4.74882 -0.49 0.28 -0.19 0.410
H -10.85100 -2.97284 4.13875 -0.06 0.07 0.20 0.317
C -1.92225 -0.82321 -4.77150 -0.41 0.00 -0.26 -0.914
C -0.81010 -0.53658 -5.73104 0.41 -0.58 0.53 0.682
O -0.83435 -0.73888 -6.89029 -0.15 0.22 -1.19 -0.508
N 0.44826 -0.06791 -5.10386 -1.53 0.18 0.40 1.372
H 0.23243 0.00066 -4.08508 0.66 0.45 -0.08 -0.376
H 1.18084 -0.83650 -5.22666 0.50 -0.83 -0.43 0.104
C 0.99641 1.15187 -5.72905 0.74 0.08 0.38 -0.843
H -2.70488 -1.37159 -5.29130 0.24 -0.26 -0.10 0.423
H -2.41500 0.10445 -4.46936 0.42 0.09 0.40 0.286
H -1.51836 -1.39584 -3.93781 -0.15 0.17 0.22 0.183
H 0.24502 1.91223 -5.92228 -0.13 -0.04 0.27 0.336
H 1.49337 0.91366 -6.66461 -0.13 -0.29 -0.01 0.333
H 1.75829 1.47875 -5.02168 -0.06 0.37 -0.15 0.280
Zn 2.16999 1.96466 0.95072 0.66 0.14 0.87 2.683
Zn 2.86557 -2.07878 -2.33590 0.07 -0.62 -0.27 2.307
C -0.16457 3.11154 4.08898 0.45 0.43 -0.41 -1.500
C 0.72052 2.64885 2.95596 -0.06 -0.72 -1.38 0.587
O 0.18263 2.14593 1.90834 -0.76 -0.04 0.21 -1.070
O 1.96339 2.73728 2.97399 0.20 0.65 0.73 -0.736
H -0.67386 2.26771 4.55036 0.22 -0.02 0.22 0.363
H -0.93118 3.77812 3.69056 0.02 -0.03 -0.08 0.297
H 0.47081 3.68308 4.76070 -0.25 -0.23 0.43 0.382
C 5.58208 -0.12391 1.23082 0.09 -0.20 0.24 -1.224
C 4.31692 0.67316 1.09590 -0.96 1.03 -0.22 0.944
O 4.26831 1.76566 0.45031 0.60 -0.27 -0.28 -0.830
O 3.27786 0.32775 1.72914 0.27 -0.82 0.04 -0.831
H 6.27557 -0.15437 0.39406 -0.32 0.45 -0.21 0.240
H 5.33046 -1.15622 1.46711 0.04 0.10 0.37 0.162
H 6.10872 0.36252 2.05545 0.09 -0.34 0.14 0.437
S 1.21344 -0.11197 -1.56750 1.97 -0.89 -1.27 0.855
O 1.30224 -1.52831 -1.12917 -1.77 -0.32 2.01 -1.289
O -0.03253 0.10944 -2.32668 -0.30 0.56 0.63 -1.314
O 1.41164 0.83982 -0.46894 -1.38 -0.55 -0.79 -0.104
O 2.39294 -0.10519 -2.47745 -0.18 1.98 -0.71 -1.184
S 2.46453 -2.94247 -4.84404 0.66 -0.51 1.89 1.388
O 2.59460 -4.26575 -5.38979 -0.09 0.16 -0.35 -0.714
O 2.10782 -1.91064 -5.83601 -0.14 0.37 -0.13 -0.794
O 1.50050 -2.87450 -3.68172 -1.62 -0.12 -0.45 -0.684
O 3.70378 -2.53547 -4.05757 1.18 0.10 -1.33 -0.717
O -1.38087 -3.18964 2.40830 0.25 0.85 -0.68 -0.766
C -0.72914 -2.51569 1.59591 -0.94 -1.20 0.72 0.501
N -1.11946 -2.46996 0.28175 0.41 0.62 0.96 0.166
C 0.49459 -1.76575 2.04298 0.42 0.10 -0.25 -0.058
H -0.44902 -2.08424 -0.37146 0.17 -0.33 -0.53 -0.189
H -1.84924 -3.11195 0.03081 0.16 -0.18 -0.25 0.246
H 0.28563 -0.74955 2.39093 -0.24 -0.07 0.08 -0.091
H 1.25451 -1.63575 1.27310 -0.14 -0.07 -0.15 -0.262
H 0.91808 -2.33620 2.86592 -0.03 0.11 0.10 0.525
C 1.91703 -7.12280 1.93569 -0.14 -1.18 -0.70 -0.856
O 1.76390 -5.81505 1.45624 0.25 0.02 0.20 -0.208
C 2.79329 -5.52011 0.55012 0.85 0.46 -0.01 -0.749
C 2.59491 -4.07905 0.07815 -2.08 -1.18 0.49 -0.298
N 3.39897 -3.70241 -1.07647 1.82 -0.74 1.16 0.155
C 4.80656 -3.53059 -0.59301 1.10 1.13 -0.38 -0.424
C 5.60964 -2.55591 -1.46284 0.19 -0.59 0.30 -1.104
O 4.79340 -1.41820 -1.65932 0.59 -0.03 0.16 0.295
C 5.48385 -0.35884 -2.29390 0.53 0.86 -0.77 -0.879
H 2.86330 -7.31511 2.45083 -0.09 0.41 0.37 0.325
H 1.93517 -7.83767 1.09576 -0.03 0.15 -0.10 0.337
H 1.05180 -7.42980 2.51653 0.08 0.41 0.37 0.256
H 2.79329 -6.24536 -0.27664 -0.17 0.16 -0.19 0.446
H 3.78602 -5.60467 1.01883 -0.10 -0.20 0.22 0.408
H 2.66550 -3.43461 0.95129 0.65 0.40 -0.26 0.063
H 1.51798 -4.06900 -0.12281 0.11 0.38 -0.64 0.003
H 3.55228 -4.56627 -1.59844 -0.93 0.32 -0.66 0.332
H 5.36901 -4.46706 -0.54781 -0.22 -0.09 0.01 0.365
H 4.88600 -3.06609 0.39172 -0.78 -0.27 0.14 0.261
H 5.97683 -2.97726 -2.40361 -0.50 0.06 -0.24 0.561
H 6.51634 -2.31555 -0.89329 -0.09 0.27 0.04 0.470
H 5.93364 0.33493 -1.57892 -0.22 -0.16 0.17 0.229
H 4.81473 0.20490 -2.93907 -0.32 -0.13 0.24 -0.007
H 6.28798 -0.70385 -2.95113 -0.12 -0.41 0.11 0.390
C 2.69978 6.36570 2.87611 0.55 -1.71 1.61 -0.535
O 3.81522 6.02414 2.09157 0.56 1.25 -1.31 -0.458
C 3.67024 4.96182 1.16960 -0.73 -1.12 0.32 -0.342
C 2.36176 5.01856 0.36606 -0.19 1.00 2.29 -0.827
N 2.04866 3.73557 -0.25170 -0.40 0.60 -1.27 -0.367
C 0.73316 3.69368 -0.99314 0.78 -0.13 -0.34 0.534
C 0.09136 5.02741 -1.28144 -1.42 -0.04 -0.46 -1.071
O -0.61176 5.48521 -0.15023 -0.24 -0.45 0.89 -0.154
C -1.49386 6.58501 -0.33529 0.95 -0.72 -0.43 -0.873
H 1.92639 7.00004 2.44592 0.20 0.13 -0.24 0.258
H 3.12538 6.75721 3.80354 -0.10 0.79 -0.33 0.325
H 2.27473 5.43148 3.28782 -0.48 0.11 -0.50 0.062
H 3.70330 4.06349 1.79858 -0.27 -0.26 -0.45 0.133
H 4.49034 4.85610 0.45773 0.44 0.65 0.41 0.383
H 2.34025 5.93592 -0.23258 0.32 -0.47 -0.76 0.345
H 1.61227 5.28631 1.11529 -0.36 -0.66 -0.15 0.484
H 2.72311 3.65755 -1.01105 0.29 -0.52 0.37 0.403
H 0.06970 2.96911 -0.52803 -0.25 0.46 0.45 -0.484
H 0.94320 3.21166 -1.95224 0.09 0.16 -0.06 0.143
H -0.66473 4.85147 -2.06830 0.21 -0.04 -0.10 0.550
H 0.76961 5.78494 -1.69248 0.17 -0.08 0.19 0.421
H -0.82237 7.43540 -0.47674 -0.74 0.56 -0.10 0.330
H -2.13017 6.65578 0.54182 0.28 0.21 0.22 0.208
H -2.16502 6.40381 -1.18379 0.21 0.23 -0.20 0.325
```
Forces are in eV/Å.

Energy above the lowest of the compared OMol25 structures with the same formula, charge and spin   0.000 eV
Total energy   -7332.98090 hartree
HOMO-LUMO gap   3.73 eV
LUMO   -0.2030 Ha
Multiplicity   1
Total charge   +1